Density functional theory data (wB97M-V/def2-TZVPD) for C23H25N5O2S in the gas phase.

XYZ file:
```
56
Properties=species:S:1:pos:R:3:nbo_charge:R:1
C -1.299 -4.440 -0.762 -0.63
C -0.537 -3.180 -0.488 0.02
C -0.276 -2.767 0.810 -0.24
C 0.432 -1.601 1.036 -0.22
C 0.892 -0.835 -0.027 0.10
C 0.658 -1.238 -1.342 0.14
C -0.061 -2.408 -1.541 -0.24
H -0.249 -2.735 -2.553 0.21
C 1.181 -0.452 -2.498 -0.67
H 0.681 0.514 -2.553 0.26
H 2.250 -0.288 -2.374 0.23
H 1.014 -0.984 -3.430 0.22
N 1.598 0.370 0.276 -0.46
C 2.855 0.351 0.783 0.67
O 3.346 1.286 1.390 -0.59
C 3.630 -0.892 0.541 -0.04
C 4.720 -1.270 1.296 -0.39
S 5.329 -2.725 0.665 0.63
N 4.161 -2.736 -0.522 -0.34
N 3.382 -1.761 -0.460 -0.17
H 5.145 -0.766 2.139 0.27
C 0.797 1.560 0.560 -0.14
C 1.506 2.829 0.167 0.05
C 1.429 3.955 0.977 -0.25
C 2.050 5.119 0.556 0.04
N 2.709 5.223 -0.585 -0.42
C 2.775 4.152 -1.356 0.04
C 2.192 2.937 -1.035 -0.24
H 2.277 2.095 -1.701 0.22
H 3.322 4.277 -2.281 0.19
H 2.020 6.015 1.162 0.19
H 0.906 3.924 1.921 0.21
H 0.578 1.600 1.639 0.20
C -0.533 1.482 -0.221 0.69
O -0.646 1.879 -1.360 -0.62
N -1.555 0.985 0.498 -0.61
H -1.380 0.562 1.396 0.40
C -2.890 0.824 -0.048 -0.05
C -3.946 1.154 1.022 -0.42
H -3.471 1.646 1.872 0.21
H -4.694 1.839 0.627 0.22
C -4.585 -0.184 1.433 -0.41
H -5.575 -0.275 0.987 0.20
H -4.696 -0.270 2.513 0.21
C -3.666 -1.263 0.857 -0.41
H -4.188 -2.203 0.689 0.22
H -2.827 -1.456 1.527 0.19
C -3.165 -0.633 -0.438 -0.41
H -2.276 -1.117 -0.837 0.23
H -3.949 -0.661 -1.194 0.21
H -2.934 1.491 -0.911 0.24
H 0.646 -1.281 2.048 0.21
H -0.620 -3.357 1.647 0.21
H -0.625 -5.207 -1.142 0.23
H -1.771 -4.815 0.143 0.21
H -2.066 -4.268 -1.515 0.22
```

Calculated values
**Charge**: 0
**2S+1**: 1
**ΔE to the lowest compared entry with this formula, charge and spin**: 17.1 kcal per mole
**Structure (SMILES)**: Cc1ccc(N(C(=O)c2csnn2)[C@H](C(=O)NC2CCCC2)c2ccncc2)c(C)c1
**Frontier orbital gap**: 9.10 eV

---

Density functional theory data (wB97M-V/def2-TZVPD) for C23H25N5O4S2 in the gas phase.

XYZ file:
```
59
Properties=species:S:1:pos:R:3:nbo_charge:R:1
C -3.861 -3.622 0.876 -0.26
H -4.653 -3.611 1.623 0.20
O -2.800 -2.878 1.437 -0.50
C -1.755 -2.563 0.641 0.41
C -1.476 -3.153 -0.590 -0.31
C -0.380 -2.738 -1.325 -0.17
C 0.426 -1.703 -0.887 -0.28
C 0.133 -1.103 0.331 0.22
C -0.913 -1.559 1.116 -0.31
H -1.132 -1.104 2.070 0.24
N 0.825 0.056 0.737 -0.40
C 2.165 0.245 0.912 0.18
N 2.405 1.464 1.332 -0.34
N 1.234 2.096 1.437 -0.26
C 0.279 1.275 1.086 0.30
C -1.141 1.580 1.087 -0.10
C -1.641 2.493 2.016 -0.14
C -3.002 2.725 2.113 -0.21
C -3.889 2.025 1.309 -0.18
C -3.383 1.151 0.366 -0.26
C -2.029 0.947 0.217 -0.20
H -1.699 0.283 -0.565 0.25
S -4.507 0.177 -0.625 2.29
O -3.759 -0.827 -1.338 -0.95
O -5.588 -0.273 0.202 -0.94
N -5.124 1.346 -1.676 -0.66
C -6.406 0.992 -2.246 -0.43
H -7.009 0.568 -1.447 0.24
H -6.310 0.258 -3.054 0.18
H -6.886 1.892 -2.630 0.21
C -4.133 1.754 -2.644 -0.43
H -4.519 2.595 -3.217 0.21
H -3.239 2.067 -2.107 0.21
H -3.870 0.936 -3.326 0.20
H -4.957 2.134 1.402 0.24
H -3.375 3.432 2.839 0.22
H -0.943 2.999 2.665 0.24
S 3.332 -1.004 0.644 0.26
C 4.863 -0.073 1.094 -0.52
C 5.694 0.216 -0.093 -0.20
C 6.834 -0.427 -0.506 0.35
O 7.282 0.154 -1.627 -0.28
N 6.448 1.168 -1.975 -0.14
C 5.495 1.223 -1.084 0.17
C 4.388 2.204 -1.171 -0.66
H 4.106 2.555 -0.180 0.25
H 3.515 1.730 -1.619 0.23
H 4.686 3.039 -1.798 0.24
C 7.593 -1.570 0.058 -0.67
H 6.943 -2.436 0.169 0.23
H 8.415 -1.818 -0.608 0.24
H 7.995 -1.313 1.038 0.23
H 4.502 0.837 1.571 0.28
H 5.398 -0.703 1.803 0.23
H 1.250 -1.347 -1.486 0.23
H -0.167 -3.210 -2.272 0.22
H -2.112 -3.926 -0.986 0.23
H -3.564 -4.656 0.675 0.17
H -4.221 -3.146 -0.040 0.20
```

Calculated values
**Charge**: 0
**2S+1**: 1
**Structure (SMILES)**: COc1cccc(-n2c(SCc3c(C)noc3C)nnc2-c2cccc(S(=O)(=O)N(C)C)c2)c1
**Frontier orbital gap**: 8.53 eV

---

Density functional theory data (wB97M-V/def2-TZVPD) for a molecular structure, C23H25N7S2Tl.

XYZ file:
```
58
Properties=species:S:1:pos:R:3:nbo_charge:R:1
Tl 0.227 -1.294 -0.416 1.17
C -2.770 1.258 -3.001 -0.70
C -2.013 0.628 -1.875 0.37
N -1.924 -0.611 -1.605 -0.46
C -2.559 -1.685 -2.337 -0.25
C -1.552 -2.783 -2.690 -0.23
N -0.690 -3.232 -1.581 -0.63
C -1.237 -4.180 -0.599 -0.24
C -1.956 -3.502 0.573 -0.23
N -1.161 -2.431 1.182 -0.64
C -0.312 -2.785 2.340 -0.22
C 0.329 -1.510 2.965 -0.27
N 0.164 -0.427 2.034 -0.46
C 0.373 0.805 2.213 0.34
C 0.952 1.449 3.433 -0.70
C -0.095 1.655 1.057 0.17
C -0.007 3.040 0.992 -0.21
C -0.578 3.680 -0.099 -0.13
C -1.248 2.941 -1.067 -0.21
C -1.282 1.559 -0.933 0.17
N -0.694 0.966 0.093 -0.45
H -3.287 0.534 -3.621 0.23
H -2.078 1.820 -3.630 0.26
H -3.505 1.963 -2.609 0.25
H -3.030 -1.376 -3.272 0.21
H -3.352 -2.089 -1.702 0.21
H -0.880 -2.396 -3.458 0.23
H -2.100 -3.626 -3.120 0.21
H 0.142 -3.639 -1.992 0.41
H -0.398 -4.763 -0.218 0.22
H -1.931 -4.882 -1.071 0.21
H -2.219 -4.271 1.305 0.22
H -2.890 -3.059 0.228 0.21
H -1.761 -1.653 1.436 0.41
H 0.466 -3.468 1.997 0.21
H -0.902 -3.312 3.094 0.21
H 1.390 -1.697 3.146 0.24
H -0.140 -1.281 3.925 0.22
H 1.741 2.153 3.164 0.25
H 1.374 0.707 4.106 0.24
H 0.180 2.008 3.968 0.25
H 0.494 3.608 1.763 0.25
H -0.509 4.756 -0.190 0.25
H -1.722 3.438 -1.901 0.24
S 2.637 -1.574 0.316 -0.15
C 2.860 0.125 -0.091 -0.20
C 3.506 0.944 0.836 -0.19
C 3.629 2.311 0.636 -0.09
C 4.201 3.125 1.672 0.24
N 4.663 3.760 2.511 -0.26
C 3.112 2.887 -0.531 -0.15
C 2.483 2.082 -1.466 -0.18
C 2.330 0.711 -1.265 -0.18
S 1.349 -0.182 -2.415 -0.17
C 3.117 4.310 -0.723 0.27
N 3.107 5.445 -0.903 -0.27
H 3.897 0.505 1.745 0.24
H 2.062 2.536 -2.354 0.24
```

Calculated values
**Charge**: +1
**2S+1**: 1
**ΔE to the lowest compared entry with this formula, charge and spin**: 0.0 kcal per mole
**Frontier orbital gap**: 7.11 eV

---

Density functional theory data (wB97M-V/def2-TZVPD) for a molecular structure, C23H26AsFHgN7O11S.

XYZ file:
```
71
Properties=species:S:1:pos:R:3:mulliken_charge:R:1
Hg -0.741 0.568 -0.288 2.41
O -3.849 -0.498 2.568 -0.72
As -3.993 0.914 1.528 0.64
O -4.897 2.033 2.308 -0.83
O -2.482 1.359 0.996 -0.51
C -5.066 0.271 0.011 -0.60
C -6.295 0.917 -0.091 -0.42
C -7.190 0.607 -1.106 -0.56
C -6.864 -0.367 -2.037 -0.46
C -5.647 -1.025 -1.946 -0.67
C -4.750 -0.708 -0.933 0.38
S -3.200 -1.609 -0.949 1.81
O -2.219 -0.645 -1.493 -0.92
O -3.400 -2.733 -1.835 -0.79
O -2.924 -1.984 0.434 -0.83
H -3.408 -1.181 2.029 0.52
H -6.525 1.670 0.654 0.53
H -8.140 1.126 -1.165 0.36
H -7.555 -0.621 -2.832 0.36
H -5.372 -1.796 -2.652 0.47
N 1.390 -0.806 -2.378 -0.74
C 2.199 -0.404 -1.656 0.47
N 3.116 0.060 -0.824 0.37
C 3.849 1.279 -1.141 -1.15
C 4.007 2.157 0.094 0.39
C 4.557 1.356 1.271 -1.19
C 3.667 0.149 1.556 -0.10
C 3.557 -0.730 0.320 -0.07
H 3.305 1.799 -1.929 0.42
H 4.845 1.011 -1.528 0.47
H 3.039 2.576 0.368 -0.35
H 4.667 2.994 -0.152 0.40
H 4.622 1.994 2.155 0.45
H 5.576 1.014 1.043 0.38
H 2.669 0.474 1.856 -0.01
H 4.068 -0.450 2.377 0.40
H 2.847 -1.542 0.469 -0.36
H 4.537 -1.179 0.094 0.37
C 1.595 5.051 -2.125 -1.26
N 1.384 4.246 -0.949 0.64
C 1.346 4.887 0.303 -0.56
C 1.026 4.125 1.416 -0.65
C 0.652 2.810 1.267 0.19
N 0.561 2.245 -0.006 -0.33
C 0.855 2.972 -1.123 -0.04
O 0.705 2.522 -2.257 -0.68
N 0.378 2.000 2.366 -0.24
H 2.375 5.786 -1.913 0.35
H 0.684 5.584 -2.425 0.36
H 1.902 4.413 -2.948 0.34
H 1.661 5.918 0.325 0.27
H 1.097 4.544 2.410 0.42
H -0.447 2.286 2.875 0.33
H 0.352 0.995 2.205 -0.12
F -1.063 -5.180 -2.210 -0.31
C -0.116 -4.986 -1.285 0.38
C -0.336 -4.232 -0.200 -0.10
N 0.627 -4.067 0.775 0.18
C 0.347 -3.217 1.930 -1.57
C 0.303 -1.723 1.579 0.94
O 0.546 -0.921 2.487 -0.84
O -0.013 -1.490 0.382 -0.68
C 1.891 -4.572 0.629 0.50
O 2.803 -4.400 1.422 -0.69
N 2.072 -5.341 -0.506 -0.06
C 1.160 -5.628 -1.517 0.16
O 1.464 -6.352 -2.446 -0.69
H -1.277 -3.718 -0.039 0.45
H 1.101 -3.407 2.684 0.42
H -0.636 -3.482 2.322 0.33
H 2.999 -5.721 -0.621 0.23
```

Calculated values
**Charge**: -2
**2S+1**: 2
**⟨S²⟩**: 0.767
**ΔE to the lowest compared entry with this formula, charge and spin**: 0.0 kcal per mole
**Frontier orbital gap (alpha / beta)**: 4.94 / 8.05 eV

---

Max |F|, record by record: 0.0330 0.0279 0.0042 0.0041 hartree/bohr